--- one ---
The following is a quantum chemistry calculation of a molecular structure, C10H20F4N4NbO, from OMol25.

## Properties
- Charge: -1
- HOMO: -4.0 eV

CARTESIAN COORDINATES (ANGSTROEM)
C -1.62088 -5.21850 0.97379
H 6.04371 -0.38523 0.70782
C -1.20496 0.05109 -0.12871
H -0.41084 4.13003 1.66986
H -0.39201 1.26177 -6.64148
H 0.81386 3.71877 -0.34123
H -1.59177 -6.09858 0.32537
F -1.80499 -0.50137 4.41556
H 0.25103 0.22696 -1.69346
C -0.24530 1.97036 2.42770
C 5.27864 0.24991 0.25275
F -2.62164 -1.88406 2.49925
N -1.54210 0.07318 -3.76615
Nb -0.03674 -0.21223 1.80892
C -0.25213 3.05039 1.19419
H 5.13883 1.13923 0.87354
H -1.18428 2.15661 3.10450
O 0.98911 3.05758 0.39208
H 1.51693 0.14109 0.92486
H -1.33408 -1.03980 -0.59534
C -2.02866 -0.60052 2.94066
H -2.48346 -5.29623 1.64123
H -1.51874 2.49746 -6.03006
H -1.11665 1.28677 -1.87418
C 3.96984 -0.51480 0.14074
H -2.31693 0.45784 0.01376
H -1.21146 2.81211 0.53594
F -3.05455 0.45887 2.62279
H 0.14389 2.41791 -5.39789
C -1.72919 -3.95780 0.13165
N 2.88401 -1.14921 0.04784
H 0.70688 2.22303 3.09874
H 0.08171 -1.99533 1.49236
H 5.61638 0.55833 -0.74041
N -1.81903 -2.91190 -0.56703
C -0.70155 1.82434 -5.75630
H -0.70746 -5.18834 1.57426
N -0.44730 0.85862 -1.19777
C -1.16096 0.86724 -4.66856
F 1.10284 -0.53556 3.58837

--- two ---
The following is a quantum chemistry calculation of a molecular structure, C10H20F4N4NbO, from OMol25.

## Properties
- Charge: -1
- HOMO: -4.1 eV

CARTESIAN COORDINATES (ANGSTROEM)
H -0.91285 2.35331 -0.61164
H -2.90261 4.40711 0.70670
H 0.20853 -1.69401 1.87271
N 0.39629 -1.14605 1.04389
C -0.74658 -0.22901 0.76284
H -1.28323 -2.67065 -0.41358
H 3.03109 -3.51249 3.57345
H -1.39446 -1.33116 -3.15364
F -4.10516 1.12751 -1.84901
F -3.91138 -0.26373 -0.19057
H -1.36818 4.27448 -0.16337
N 1.08854 -1.12874 4.17351
C 4.08098 0.80192 -3.30842
H -0.65171 0.67814 1.38089
H 2.10511 -3.98648 5.00848
H 3.41623 0.03968 -3.71420
C -1.08997 -2.62828 -1.49201
H 4.37929 1.47799 -4.10842
N -0.94945 2.76892 2.49397
H 4.96873 0.31937 -2.90253
H 0.77797 0.28388 -1.48415
H 0.70724 -3.38058 -1.28756
C -1.31663 3.59831 1.79177
H -1.58818 5.55677 1.06193
H 3.50275 -2.90870 5.17230
C 1.78652 -2.02117 4.35310
F -3.69482 1.86155 0.15480
H -1.67011 -0.71461 1.09954
H -1.54190 -3.53147 -1.93846
C -1.82379 4.52677 0.79374
H 1.23505 -0.60884 1.21515
C -1.68156 -1.37172 -2.09214
N 2.77165 2.00306 -1.41202
C 3.38209 1.52837 -2.25801
C -3.31645 0.86663 -0.74140
H -2.77356 -1.45743 -2.06334
F -1.12032 1.31925 -2.98774
Nb -0.96810 0.61185 -1.25941
C 2.65779 -3.17432 4.53894
O 0.31515 -2.64544 -1.76605

It is two that is most stable; the runner-up trails by 137.3 kcal/mol.